Record 1
DFT (ωB97M-V/def2-TZVPD) results for C3H14B2NO4Tl as an isolated structure at a distorted geometry.

Summary:
* energy above the lowest of the compared OMol25 structures with the same formula, charge and spin: 7.909 eV
* E_LUMO: -6.890 eV
* highest occupied orbital energy: -0.3058 Ha

Last column: Löwdin charge in e.
Cartesian coordinates (Å):
Tl: 7.451 -9.075 4.080  0.956
B: 7.256 -4.043 5.170  -0.209
H: 6.537 -4.007 4.366  -0.005
H: 6.810 -4.667 5.929  -0.043
H: 8.097 -4.516 4.687  -0.022
H: 7.515 -3.059 5.531  -0.042
B: 11.239 -7.360 6.955  -0.237
H: 10.531 -6.631 7.318  -0.035
H: 11.311 -7.331 5.879  -0.041
H: 12.216 -7.109 7.337  -0.027
H: 10.926 -8.366 7.186  -0.047
C: 3.273 -12.663 -1.433  0.014
C: 4.156 -11.982 -0.367  -0.752
O: 5.105 -11.247 -0.631  0.120
O: 3.938 -12.114 0.805  0.133
H: 2.774 -11.949 -2.087  0.076
H: 2.495 -13.225 -0.915  0.078
H: 3.794 -13.310 -2.139  0.079
C: 1.021 -7.143 -0.098  0.063
N: 2.167 -6.228 0.396  -0.420
O: 3.046 -6.729 1.096  0.040
O: 2.094 -5.054 -0.014  0.042
H: 0.488 -6.659 -0.916  0.093
H: 0.474 -7.365 0.818  0.096
H: 1.633 -7.989 -0.412  0.088

---

Record 2
DFT (ωB97M-V/def2-TZVPD) results for C15H10Co2NO7 as an isolated structure at a distorted geometry.

Summary:
* energy above the lowest of the compared OMol25 structures with the same formula, charge and spin: 2.030 eV
* E_LUMO: -5.840 eV
* charge: +1
* highest occupied orbital energy: -0.4264 Ha

Last column: Löwdin charge in e.
Cartesian coordinates (Å):
O: 4.812 2.646 -1.977  0.166
C: 3.860 2.152 -1.545  -0.113
Co: 2.447 1.343 -0.860  0.030
C: 1.709 2.797 -0.195  -0.127
O: 1.207 3.712 0.311  0.159
C: 1.249 1.133 -2.180  -0.105
O: 0.457 1.032 -3.017  0.160
C: 1.816 0.452 0.799  -0.220
C: 0.704 -0.340 0.810  -0.136
C: -0.571 -0.363 1.340  0.054
C: -1.722 -0.699 0.497  -0.189
C: -2.990 -0.085 0.676  -0.009
C: -3.994 -0.237 -0.293  -0.039
C: -3.803 -1.117 -1.374  -0.032
C: -2.609 -1.845 -1.478  -0.031
C: -1.594 -1.641 -0.536  -0.019
Co: 2.072 -1.030 -0.150  0.094
C: 3.598 -0.662 -1.080  -0.172
O: 4.618 -0.915 -1.580  0.164
C: 1.438 -1.663 -1.696  -0.117
O: 1.179 -2.115 -2.728  0.203
C: 2.432 -2.610 0.549  -0.059
O: 2.628 -3.689 0.913  0.184
H: 2.282 0.839 1.709  0.110
H: -0.691 -0.480 2.421  0.145
H: -3.158 0.528 1.565  0.114
H: -4.938 0.309 -0.184  0.122
H: -4.602 -1.245 -2.119  0.126
H: -2.469 -2.580 -2.273  0.124
H: -0.684 -2.240 -0.584  0.097
N: -0.706 1.600 2.351  0.015
O: -1.538 1.736 3.589  -0.070
H: -1.359 1.978 1.641  0.116
H: 0.077 2.285 2.524  0.139
H: -1.156 1.014 4.157  0.115

---

Record 3
DFT (ωB97M-V/def2-TZVPD) results for C2H3N2P in the gas phase at a distorted geometry.

Summary:
* energy above the lowest of the compared OMol25 structures with the same formula, charge and spin: 4.876 eV
* E_LUMO: -0.177 eV
* highest occupied orbital energy: -0.2999 Ha

Last column: Löwdin charge in e.
Cartesian coordinates (Å):
C: 0.107 -0.994 1.244  0.068
C: -0.837 0.735 0.011  -0.351
N: 1.603 -0.581 -0.835  -0.340
N: -0.551 -0.027 1.013  -0.168
P: 0.438 0.220 -1.211  0.669
H: 0.522 -1.718 1.994  0.108
H: -1.672 1.401 0.183  0.052
H: 0.390 0.964 -2.399  -0.038

---

Record 4
DFT (ωB97M-V/def2-TZVPD) results for a 2-piece molecular cluster, C32H32N4O overall at a distorted geometry.

Summary:
* energy above the lowest of the compared OMol25 structures with the same formula, charge and spin: 2.517 eV
* E_LUMO: -0.636 eV
* highest occupied orbital energy: -0.1880 Ha

Last column: Löwdin charge in e.
Cartesian coordinates (Å):
C: 6.396 0.079 2.342  -0.062
O: 5.981 1.290 1.678  -0.088
C: 4.649 1.587 1.667  -0.253
C: 4.262 2.777 1.001  -0.001
C: 2.932 3.101 0.895  -0.021
C: 1.912 2.302 1.482  -0.212
C: 0.517 2.694 1.397  0.037
C: -0.302 2.689 2.508  -0.225
C: -1.544 3.378 2.597  -0.192
N: -2.529 4.012 2.681  0.186
C: 0.100 2.164 3.770  -0.196
N: 0.377 1.778 4.844  0.182
C: 2.316 1.151 2.201  -0.050
C: 3.652 0.798 2.302  -0.012
H: 7.477 0.072 2.235  0.091
H: 6.124 0.105 3.403  0.095
H: 5.966 -0.809 1.858  0.094
H: 5.046 3.392 0.555  0.123
H: 2.621 4.008 0.370  0.122
H: 0.197 3.174 0.466  0.136
H: 1.577 0.501 2.681  0.114
H: 3.957 -0.092 2.867  0.109
C: -6.246 1.027 2.997  -0.060
C: -5.277 0.488 1.984  -0.276
C: -4.242 1.280 1.499  0.002
C: -3.378 0.783 0.500  -0.242
C: -2.337 1.527 -0.131  -0.141
C: -3.583 -0.539 0.059  -0.136
N: -2.666 -0.948 -0.914  0.038
C: -1.419 -0.493 -1.014  -0.064
N: -0.788 -1.141 -2.013  0.034
C: 0.600 -1.164 -2.338  -0.103
C: 1.545 -1.347 -1.311  -0.175
C: 1.173 -1.571 0.115  -0.025
C: 2.900 -1.419 -1.657  0.003
C: 3.315 -1.426 -2.995  -0.260
C: 4.776 -1.564 -3.323  -0.053
C: 2.346 -1.304 -3.989  -0.005
C: 0.992 -1.169 -3.686  -0.196
C: 0.028 -1.001 -4.815  -0.049
C: -1.728 -2.002 -2.612  -0.018
C: -2.888 -1.870 -1.954  0.010
C: -4.552 -1.387 0.602  -0.212
C: -4.663 -2.838 0.263  -0.062
C: -5.433 -0.833 1.531  -0.032
H: -6.835 0.198 3.411  0.070
H: -5.717 1.536 3.815  0.083
H: -6.940 1.749 2.541  0.084
H: -4.089 2.305 1.852  0.090
H: -0.990 0.323 -0.402  0.116
H: -2.509 1.765 -1.187  0.060
H: -1.835 2.305 0.440  -0.012
H: 1.946 -1.179 0.780  0.063
H: 0.228 -1.089 0.375  0.062
H: 1.062 -2.647 0.341  0.105
H: 3.667 -1.486 -0.876  0.124
H: 4.989 -1.324 -4.373  0.078
H: 5.369 -0.888 -2.688  0.083
H: 5.130 -2.590 -3.128  0.088
H: 2.648 -1.255 -5.036  0.119
H: 0.595 -0.774 -5.727  0.081
H: -0.542 -1.914 -5.039  0.075
H: -0.679 -0.174 -4.668  0.097
H: -1.446 -2.676 -3.402  0.116
H: -3.864 -2.273 -2.156  0.120
H: -5.268 -3.340 1.027  0.080
H: -5.163 -3.018 -0.697  0.073
H: -3.693 -3.346 0.244  0.084
H: -6.225 -1.444 1.953  0.105

---

Record 5
DFT (ωB97M-V/def2-TZVPD) results for an isolated ion of composition C5H12NS and charge -1 at a distorted geometry.

Summary:
* energy above the lowest of the compared OMol25 structures with the same formula, charge and spin: 2.009 eV
* E_LUMO: 3.754 eV
* charge: -1
* highest occupied orbital energy: -0.0802 Ha

Last column: Löwdin charge in e.
Cartesian coordinates (Å):
C: -0.918 -2.091 0.272  -0.120
C: 0.210 -1.654 -0.748  -0.234
N: -0.205 -0.372 -1.455  -0.098
C: -0.264 0.724 -0.535  -0.366
C: 1.013 1.365 -0.103  -0.330
C: 0.504 2.175 1.137  -0.819
S: 0.878 1.258 2.629  0.097
H: -0.545 -2.355 1.259  0.046
H: -1.870 -1.468 0.114  0.088
H: -1.176 -3.220 -0.034  0.078
H: 0.243 -2.459 -1.429  0.059
H: 1.248 -1.385 -0.308  0.121
H: -1.076 -0.495 -1.877  0.056
H: -0.731 1.640 -0.870  0.105
H: -0.686 0.293 0.432  0.091
H: 1.721 0.504 0.191  0.075
H: 1.495 2.017 -0.864  0.095
H: -0.609 2.303 0.944  0.043
H: 0.769 3.219 1.246  0.013

---

Record 6
DFT (ωB97M-V/def2-TZVPD) results for C29H25F6N2O4PS2W as an isolated structure.

Summary:
* expectation value of S²: 2.031
* energy above the lowest of the compared OMol25 structures with the same formula, charge and spin: 0.247 eV
* E_LUMO (alpha / beta): -7.229 / -7.192 eV
* charge: +2
* multiplicity: 3
* highest occupied orbital energy (alpha / beta): -0.4934 / -0.5095 Ha

Last column: Löwdin charge in e.
Cartesian coordinates (Å):
W: 0.078 0.379 -0.889  1.473
F: 2.885 4.335 -2.431  0.194
C: 1.780 3.892 -2.991  -0.681
F: 0.739 4.124 -2.207  0.171
F: 1.597 4.441 -4.170  0.198
S: 1.952 2.055 -3.211  0.717
O: 1.693 1.489 -1.860  -0.428
O: 3.226 1.780 -3.754  -0.181
N: 0.736 1.708 -4.187  -0.248
S: -0.394 0.861 -3.579  0.693
O: 0.028 -0.466 -3.099  -0.339
O: -1.093 1.494 -2.422  -0.384
C: -1.651 0.718 -4.944  -0.690
F: -1.097 0.111 -5.965  0.211
F: -2.054 1.924 -5.256  0.211
F: -2.641 -0.001 -4.446  0.182
C: 0.843 -3.553 4.365  -0.036
C: 1.828 -3.662 3.392  -0.043
C: 1.904 -2.726 2.373  -0.069
C: 0.983 -1.678 2.341  -0.347
C: -0.003 -1.562 3.324  -0.080
C: -0.070 -2.507 4.333  -0.051
P: 1.112 -0.386 1.116  1.037
C: 1.853 -1.124 -0.381  -0.474
C: 1.189 -2.295 -0.824  -0.120
C: 1.727 -3.050 -1.850  -0.030
C: 2.944 -2.672 -2.402  0.008
C: 3.638 -1.549 -1.941  -0.015
C: 3.103 -0.775 -0.938  -0.052
C: 1.835 1.118 1.709  -0.298
C: 2.849 1.252 2.631  -0.034
C: 3.152 2.528 3.130  -0.035
C: 2.393 3.613 2.766  0.024
C: 1.309 3.492 1.864  -0.147
C: 0.424 4.562 1.573  0.007
C: -0.668 4.357 0.778  -0.046
C: -0.893 3.101 0.168  -0.092
C: -0.033 2.045 0.371  -0.281
C: 1.051 2.232 1.288  -0.209
H: 0.790 -4.287 5.158  0.122
H: 2.542 -4.473 3.428  0.121
H: 2.673 -2.810 1.615  0.114
H: -0.703 -0.734 3.306  0.114
H: -0.829 -2.427 5.100  0.119
H: 0.277 -2.610 -0.328  0.113
H: 1.217 -3.936 -2.201  0.128
H: 3.373 -3.267 -3.198  0.131
H: 4.594 -1.287 -2.374  0.131
H: 3.619 0.110 -0.585  0.129
H: 3.399 0.388 2.984  0.122
H: 3.963 2.646 3.836  0.121
H: 2.599 4.584 3.199  0.132
H: 0.607 5.533 2.016  0.129
H: -1.360 5.166 0.588  0.120
H: -1.736 3.001 -0.505  0.101
C: -4.876 -0.530 0.962  -0.015
C: -4.058 -1.607 0.226  -0.571
C: -4.766 -2.058 -1.059  -0.016
C: -3.766 -2.803 1.149  -0.018
C: -2.770 -1.008 -0.136  -0.028
N: -1.761 -0.539 -0.422  0.096
H: -5.825 -0.973 1.261  0.105
H: -5.085 0.320 0.312  0.098
H: -4.363 -0.178 1.856  0.095
H: -5.723 -2.496 -0.776  0.106
H: -4.188 -2.812 -1.592  0.097
H: -4.958 -1.219 -1.726  0.096
H: -4.718 -3.246 1.440  0.105
H: -3.243 -2.491 2.053  0.087
H: -3.178 -3.564 0.637  0.095

---

Record 7
DFT (ωB97M-V/def2-TZVPD) results for a 3-piece molecular cluster, C28H56FIN5O17P3S2 overall at a distorted geometry.

Summary:
* E_LUMO: -2.077 eV
* highest occupied orbital energy: -0.3145 Ha

Last column: Löwdin charge in e.
Cartesian coordinates (Å):
O: -3.222 -1.330 -1.449  -0.130
C: -2.157 -1.848 -0.828  -0.431
O: -2.291 -3.150 -0.155  -0.172
N: -0.831 -1.077 -0.778  0.079
C: -0.571 -0.283 0.488  -0.142
C: -1.463 1.087 0.621  -0.192
C: -2.907 0.896 1.374  -0.230
C: -4.060 1.906 0.791  -0.459
S: -3.484 3.655 0.443  0.838
C: -2.193 4.234 1.680  -0.455
N: -2.296 4.543 3.171  0.014
N: -0.979 4.929 3.492  -0.050
C: -0.037 4.872 2.306  -0.037
O: -0.815 4.437 1.128  -0.149
C: 0.084 -1.126 -1.802  -0.159
N: -0.215 -1.944 -3.043  0.058
C: 0.185 -1.227 -4.307  -0.578
C: 1.040 -2.189 -5.377  -0.148
C: 0.317 -3.650 -5.640  -0.239
C: 1.335 -4.764 -6.285  -0.172
C: 1.664 -6.049 -5.325  -0.247
O: 1.400 -5.849 -3.892  -0.149
P: -1.513 -0.969 -5.246  0.614
O: -2.042 0.616 -4.703  -0.416
I: -3.119 -2.738 -4.653  0.488
O: 0.731 0.104 -4.188  -0.103
C: 1.587 0.380 -3.052  -0.459
C: 1.133 1.930 -2.579  -0.071
C: 1.680 2.330 -1.088  -0.101
F: 2.255 3.721 -1.218  -0.161
P: 3.365 0.632 -3.713  0.805
O: 4.064 -0.652 -4.300  -0.333
O: 4.411 1.529 -2.591  -0.208
O: 3.189 1.738 -5.096  -0.210
N: 1.431 -0.428 -1.814  -0.111
P: 2.638 -1.662 -1.493  0.452
O: 4.227 -1.043 -0.994  -0.265
O: 2.821 -2.908 -2.701  -0.279
S: 1.998 -2.629 0.123  0.337
H: 0.593 -0.094 0.669  0.115
H: -0.900 -0.985 1.396  0.163
H: -0.827 1.829 1.307  0.112
H: -1.567 1.543 -0.463  0.114
H: -2.733 1.164 2.513  0.123
H: -3.268 -0.230 1.342  0.129
H: -4.926 1.950 1.577  0.090
H: -4.408 1.445 -0.252  0.112
H: 1.110 5.106 2.222  0.144
H: 0.224 -2.884 -2.937  0.128
H: 0.957 -1.606 -6.416  0.128
H: 2.181 -2.245 -5.136  0.102
H: -0.512 -3.443 -6.474  0.090
H: -0.301 -4.045 -4.703  0.070
H: 0.804 -5.204 -7.259  0.119
H: 2.292 -4.203 -6.680  0.118
H: 2.837 -6.248 -5.419  0.130
H: 1.151 -7.007 -5.789  0.128
H: 0.486 -6.283 -3.750  0.125
H: -2.888 0.540 -4.162  0.057
H: 1.410 2.735 -3.388  0.138
H: -0.057 1.888 -2.557  0.140
H: 0.780 2.455 -0.316  0.115
H: 2.556 1.670 -0.679  0.122
H: 4.133 2.498 -2.618  0.083
H: 4.045 2.287 -5.172  0.107
H: 4.952 -1.481 -1.532  0.096
H: 2.666 -3.811 -2.284  0.075
C: 10.369 -0.590 2.023  -0.113
O: 9.841 -1.899 1.885  -0.206
C: 9.869 -2.660 3.091  -0.184
C: 8.514 -3.321 3.380  -0.170
O: 7.432 -2.430 3.669  -0.123
C: 6.979 -1.585 2.606  -0.164
C: 6.368 -2.303 1.393  -0.179
O: 7.362 -3.023 0.664  -0.206
C: 6.969 -4.341 0.311  -0.106
H: 11.448 -0.609 1.863  0.085
H: 9.910 0.041 1.256  0.088
H: 10.138 -0.151 3.000  0.087
H: 10.161 -2.041 3.955  0.123
H: 10.625 -3.439 2.964  0.123
H: 8.638 -3.933 4.280  0.127
H: 8.235 -4.021 2.592  0.104
H: 7.766 -0.891 2.308  0.105
H: 6.192 -0.962 3.046  0.128
H: 5.953 -1.554 0.710  0.102
H: 5.555 -2.954 1.726  0.123
H: 6.364 -4.814 1.092  0.090
H: 7.870 -4.936 0.182  0.087
H: 6.420 -4.322 -0.634  0.081
C: -6.853 5.501 3.976  -0.108
O: -7.382 4.192 3.839  -0.210
C: -7.353 3.432 5.044  -0.183
C: -8.708 2.771 5.334  -0.171
O: -9.790 3.662 5.622  -0.125
C: -10.243 4.507 4.559  -0.169
C: -10.854 3.788 3.347  -0.183
O: -9.860 3.069 2.618  -0.208
C: -10.253 1.751 2.265  -0.111
H: -5.774 5.482 3.816  0.081
H: -7.312 6.133 3.210  0.089
H: -7.084 5.940 4.954  0.088
H: -7.061 4.051 5.909  0.124
H: -6.597 2.653 4.917  0.121
H: -8.584 2.159 6.234  0.126
H: -8.987 2.071 4.546  0.103
H: -9.456 5.201 4.262  0.105
H: -11.031 5.130 4.999  0.126
H: -11.269 4.537 2.664  0.124
H: -11.667 3.138 3.679  0.120
H: -10.859 1.278 3.045  0.086
H: -9.352 1.156 2.135  0.085
H: -10.802 1.770 1.320  0.086